# 1
The following is a DFT calculation (ωB97M-V/def2-TZVPD) of C20H27NO5 as an isolated structure.

Relative energy (zero: lowest compared OMol25 entry of this formula, charge and spin)   18.014 eV
Frontier orbital gap   7.06 eV
E_tot   -32889.6327 eV
Total charge   0
Highest occupied orbital energy   -7.91 eV

Each line ends with the Mulliken charge.
Geometry (Å):
C  0.517  -3.151  -5.091  -1.398
C  -0.202  -1.807  -5.154  -0.342
C  -0.489  -1.449  -3.744  0.131
H  -1.043  -2.135  -3.121  0.561
H  -1.112  -0.298  -3.677  -0.368
C  0.659  -0.930  -2.696  -2.097
C  0.200  -0.431  -1.269  1.385
C  0.540  -1.330  -0.334  -1.578
C  0.237  -0.947  1.049  1.515
C  0.196  -1.760  2.037  -0.865
C  0.090  -1.569  3.478  0.556
O  0.435  -2.112  4.487  -0.574
C  -0.509  0.247  3.614  0.918
C  -0.431  0.929  2.468  0.685
O  -0.484  2.269  2.652  -0.817
C  -0.289  0.433  1.256  -0.296
C  -0.293  1.392  0.056  -1.344
N  -0.039  0.854  -1.135  0.067
C  -0.062  1.711  -2.365  -1.540
H  0.293  2.637  -1.948  0.462
H  0.364  1.448  -3.148  0.828
C  -1.734  1.978  -2.310  -0.341
O  -1.878  2.908  -3.471  -0.395
C  -1.932  2.399  -4.695  -1.002
H  -2.182  1.556  -4.934  0.588
H  -2.121  3.276  -5.536  0.287
H  -0.838  2.379  -5.062  0.268
H  -2.122  1.042  -2.671  0.569
H  -2.136  2.588  -1.447  0.309
H  -0.472  2.322  0.188  1.157
C  -1.955  -0.197  3.970  -1.581
H  -2.014  -0.683  4.879  0.500
H  -2.579  -0.599  3.127  0.286
H  -2.470  1.000  4.238  0.267
O  0.080  0.671  4.827  -0.303
C  1.391  0.729  4.522  0.749
O  2.038  0.908  3.419  -0.578
C  1.826  1.242  5.875  -0.616
C  2.659  0.045  6.499  -1.115
H  3.105  0.195  7.548  0.276
H  1.685  -0.619  6.613  0.224
H  3.219  -0.502  5.993  0.454
H  2.834  2.087  5.689  0.229
H  1.282  1.938  6.559  0.330
H  0.616  -2.865  2.022  0.168
H  0.657  -2.317  -0.658  0.493
H  1.236  -0.177  -3.379  0.296
H  1.237  -1.763  -2.760  0.748
H  0.516  -1.083  -5.549  0.343
H  -1.116  -2.019  -5.419  0.417
H  0.131  -3.934  -4.549  0.431
H  0.785  -3.468  -6.119  0.395
H  1.675  -3.037  -4.821  0.259

---

# 2
The following is a DFT calculation (ωB97M-V/def2-TZVPD) of C20H28AsCl2F2N4OSW as an isolated structure.

Relative energy (zero: lowest compared OMol25 entry of this formula, charge and spin)   1.822 eV
Frontier orbital gap   6.67 eV
E_tot   -133153.9053 eV
Total charge   +3
Highest occupied orbital energy   -17.29 eV

Each line ends with the Mulliken charge.
Geometry (Å):
W  0.517  -0.808  0.746  1.277
F  -1.432  -1.470  5.778  -0.279
C  -0.777  -0.675  4.960  -0.139
C  -0.739  -1.009  3.611  -0.742
C  -0.060  -0.187  2.717  0.723
C  0.513  1.005  3.197  0.169
C  0.492  1.264  4.561  0.769
F  1.108  2.336  5.040  -0.293
C  -0.143  0.435  5.462  -0.765
C  1.028  1.899  2.168  0.356
C  1.435  3.212  2.354  -1.139
C  1.845  3.971  1.268  -0.655
C  1.865  3.392  0.003  -1.248
C  1.459  2.095  -0.125  -0.352
N  1.010  1.353  0.920  -0.070
H  -1.245  -1.910  3.310  0.669
H  -0.144  0.664  6.523  0.571
H  1.436  3.639  3.344  0.641
H  2.162  4.998  1.411  0.492
H  2.199  3.943  -0.868  0.545
H  1.502  1.613  -1.080  0.803
N  -1.272  0.610  0.623  -0.779
N  -2.621  0.279  0.687  -0.684
C  -2.939  -1.007  0.775  0.834
N  -4.190  -1.393  0.888  -0.395
S  -1.679  -2.142  0.688  -0.421
H  -1.004  1.077  1.478  0.749
H  -1.136  1.244  -0.144  0.192
H  -3.316  1.001  0.799  0.285
H  -4.965  -0.746  0.922  0.224
H  -4.416  -2.370  0.960  0.251
C  -1.958  1.579  -2.612  -1.316
C  -0.503  1.167  -2.817  -0.810
As  0.121  -0.397  -1.807  0.280
C  -1.002  -1.769  -2.645  -0.399
C  -0.672  -2.005  -4.117  -1.351
C  1.902  -0.699  -2.612  -0.458
C  2.177  0.028  -3.927  -1.359
H  -2.259  2.222  -3.439  0.424
H  -2.101  2.166  -1.703  0.423
H  -2.638  0.729  -2.607  0.225
H  0.159  2.005  -2.642  0.474
H  -0.347  0.836  -3.834  0.699
H  -2.027  -1.428  -2.533  0.388
H  -0.916  -2.690  -2.082  0.603
H  -0.809  -1.111  -4.723  0.327
H  -1.352  -2.763  -4.509  0.451
H  0.344  -2.372  -4.262  0.342
H  1.994  -1.773  -2.762  0.643
H  2.640  -0.411  -1.873  0.254
H  1.513  -0.299  -4.723  0.306
H  3.196  -0.201  -4.240  0.449
H  2.098  1.109  -3.831  0.302
Cl  1.319  -2.806  2.411  0.109
C  1.622  -4.001  1.126  -0.403
Cl  1.134  -3.157  -0.379  0.041
H  0.995  -4.867  1.270  0.428
H  2.671  -4.256  1.083  0.426
O  3.650  -0.530  0.982  -0.196
C  2.559  -0.618  0.834  0.112

---

# 3
The following is a DFT calculation (ωB97M-V/def2-TZVPD) of C20H28BBr16F5NbO2 as an isolated structure.

Frontier orbital gap   6.19 eV
E_tot   -1161767.9371 eV
Total charge   -1
Highest occupied orbital energy   -5.19 eV

Each line ends with the Mulliken charge.
Geometry (Å):
C  -3.142  2.047  -2.392  -0.578
C  -1.582  2.165  -1.895  0.317
O  -1.248  1.318  -0.728  -0.343
B  0.213  0.985  -0.761  1.305
O  1.134  2.131  -1.070  -0.202
Nb  1.010  -1.144  -0.384  -1.306
C  3.123  -0.195  -0.277  -0.745
Br  -1.494  -1.964  -0.304  -0.447
C  1.273  -1.598  -2.596  0.357
C  2.291  -2.921  -2.697  -0.942
C  -0.090  -2.016  -3.402  -0.525
C  -1.112  -0.744  -3.711  -0.282
C  0.892  -0.888  1.921  0.843
F  2.214  -1.033  2.585  -0.328
F  0.353  0.445  2.306  -0.318
C  -0.053  -2.122  2.516  -0.151
C  -1.398  -1.768  3.440  -0.427
C  -2.403  -2.959  4.029  -0.400
C  -2.096  -4.560  3.713  -0.540
C  -0.756  -4.942  2.828  -0.057
C  -0.352  -6.517  2.440  0.836
F  -0.642  -7.477  3.531  -0.249
F  1.065  -6.657  2.002  -0.263
F  -1.183  -6.920  1.249  -0.211
C  0.235  -3.724  2.260  -0.067
H  -3.292  2.779  -3.320  0.271
H  -3.469  0.980  -2.751  -0.096
H  -3.861  2.357  -1.514  0.247
H  -1.410  3.285  -1.544  -0.052
H  -0.862  1.965  -2.795  0.075
H  1.400  2.031  -2.044  0.207
H  1.694  -2.817  -0.039  0.091
H  3.940  -0.944  0.101  0.235
H  3.128  0.738  0.468  0.217
H  3.452  0.253  -1.334  0.175
H  1.807  -0.735  -3.217  0.160
H  2.317  -3.234  -3.824  0.366
H  3.338  -2.732  -2.209  0.178
H  1.714  -3.778  -2.097  0.152
H  -0.659  -2.957  -2.939  0.137
H  0.265  -2.390  -4.479  0.370
H  -0.439  0.179  -3.973  0.041
H  -1.816  -1.051  -4.620  0.332
H  -1.814  -0.473  -2.816  -0.261
H  -1.679  -0.662  3.713  0.289
H  -3.349  -2.675  4.683  0.258
H  -2.834  -5.407  4.114  0.252
H  1.176  -4.095  1.650  0.206
C  0.823  5.952  -0.155  -0.043
Br  -0.994  6.529  -0.542  -0.073
Br  1.937  5.952  -1.749  -0.046
Br  1.620  6.988  1.286  0.061
H  0.762  4.915  0.193  0.088
C  5.645  6.761  2.972  -0.123
Br  6.802  6.580  4.525  -0.035
Br  5.998  8.406  1.994  -0.021
Br  5.733  5.199  1.817  0.025
H  4.617  6.826  3.345  0.142
C  -6.948  0.395  -3.166  -0.356
Br  -7.333  1.007  -1.360  -0.015
Br  -6.523  1.873  -4.356  -0.031
Br  -5.564  -0.973  -3.187  0.025
H  -7.863  -0.070  -3.548  0.356
C  0.867  -8.534  -0.993  -0.127
Br  2.579  -8.797  -1.880  -0.042
Br  -0.100  -7.012  -1.722  0.024
Br  -0.212  -10.152  -1.009  -0.035
H  1.083  -8.304  0.055  0.125
C  0.438  9.405  4.849  -0.347
Br  2.149  9.143  3.961  -0.007
Br  -0.529  10.927  4.119  -0.019
Br  -0.641  7.787  4.833  -0.007
H  0.654  9.636  5.897  0.353

---

# 4
The following is a DFT calculation (ωB97M-V/def2-TZVPD) of C20H28BeNO2S as an isolated structure.

Relative energy (zero: lowest compared OMol25 entry of this formula, charge and spin)   0.080 eV
Frontier orbital gap   6.01 eV
E_tot   -38016.0686 eV
Total charge   -1
Highest occupied orbital energy   -3.90 eV

Each line ends with the Mulliken charge.
Geometry (Å):
O  0.446  0.160  -7.252  -0.234
C  0.375  1.487  -7.874  -0.622
C  0.229  0.958  -9.291  -0.848
H  1.303  2.036  -7.681  0.267
H  -0.487  2.065  -7.521  0.357
C  0.352  -0.414  -8.590  1.578
H  1.056  1.208  -9.951  0.325
H  -0.749  1.152  -9.732  0.302
C  1.605  -1.176  -8.971  -1.715
H  2.489  -0.535  -8.904  0.379
H  1.522  -1.522  -10.010  0.406
H  1.746  -2.058  -8.333  0.356
C  -0.881  -1.277  -8.739  -1.717
H  -1.783  -0.711  -8.480  0.370
H  -0.815  -2.165  -8.098  0.377
H  -0.980  -1.619  -9.778  0.398
Be  -0.405  -0.596  1.056  -0.952
C  -2.273  -0.606  0.936  0.223
C  -2.120  0.834  1.107  -0.685
C  -1.954  1.419  -0.169  -0.808
H  -2.234  1.382  2.042  0.508
C  -2.055  0.387  -1.148  0.270
C  -2.268  -0.845  -0.489  -1.502
H  -2.468  -1.805  -0.962  0.425
H  -2.624  -1.316  1.688  0.537
H  -1.869  2.485  -0.369  0.430
H  -2.077  0.542  -2.224  0.441
C  1.586  -2.016  1.487  -0.649
C  0.383  -2.282  0.709  -0.017
C  0.619  -1.715  -0.610  -0.721
H  -0.379  -3.035  0.932  0.504
C  1.846  -1.005  -0.577  -0.381
C  2.451  -1.219  0.705  -0.678
H  3.438  -0.878  1.024  0.369
H  1.785  -2.402  2.489  0.431
H  0.035  -1.947  -1.507  0.504
H  2.275  -0.449  -1.415  0.458
O  1.231  0.367  -3.577  -0.437
C  0.048  -0.092  -4.261  -0.131
C  -0.743  1.136  -4.764  -0.570
H  -0.540  -0.727  -3.573  0.048
H  0.372  -0.713  -5.109  0.299
C  0.280  2.276  -4.657  -0.286
H  -1.555  1.363  -4.058  0.325
H  -1.122  0.967  -5.773  0.317
C  1.047  1.806  -3.421  -0.339
H  -0.194  3.253  -4.542  0.383
H  0.930  2.256  -5.539  -0.044
H  0.371  1.993  -2.567  0.084
H  2.013  2.281  -3.196  0.396
S  0.626  1.111  4.956  -0.534
C  0.208  0.370  3.630  0.898
N  -0.096  -0.169  2.606  -0.095